Record 1
Molecular formula: C10H31AsF6O5
Method: DFT, ωB97M-V/def2-TZVPD

Positions of all 53 atoms, in Å:
O 0.657 1.028 -0.134
H 0.212 1.760 0.299
H 0.075 0.342 -0.469
H 1.454 0.706 0.294
As 3.504 -3.905 -2.182
F 3.416 -2.160 -1.687
F 1.765 -3.850 -2.600
F 3.514 -5.515 -2.885
F 5.204 -3.981 -1.624
F 3.032 -4.508 -0.530
F 3.988 -3.177 -3.746
C -0.768 5.908 -0.297
C -1.373 5.028 0.785
O -0.356 4.210 1.381
H -0.305 5.346 -1.108
H -0.053 6.538 0.233
H -1.479 6.685 -0.577
H -2.158 4.483 0.260
H -1.925 5.700 1.442
H 0.077 4.862 1.938
C 3.530 2.244 3.997
C 4.039 2.127 2.632
O 3.703 0.930 2.044
H 3.867 1.404 4.603
H 2.445 2.137 3.990
H 3.869 3.171 4.458
H 5.095 2.257 2.394
H 3.557 2.976 2.148
H 4.453 0.340 2.149
C -2.202 -2.229 2.839
C -1.122 -3.199 2.422
C -1.632 -4.523 1.719
O -0.282 -2.626 1.428
H -3.056 -2.563 3.428
H -2.598 -1.764 1.936
H -1.801 -1.377 3.387
H -0.527 -3.513 3.279
H -2.160 -5.147 2.440
H -0.832 -5.188 1.393
H -2.409 -4.311 0.984
H 0.359 -3.319 1.251
C -3.740 0.256 -2.809
C -2.805 -0.707 -3.461
C -2.628 -0.165 -4.844
O -1.540 -0.787 -2.849
H -4.735 0.386 -3.234
H -3.346 1.249 -2.590
H -3.780 -0.037 -1.760
H -3.269 -1.694 -3.449
H -2.110 -0.949 -5.397
H -2.064 0.767 -4.851
H -3.636 -0.078 -5.249
H -1.124 -1.568 -3.221

Output
- Net charge: 0
- Lowest unoccupied orbital energy: -1.493 eV
- HOMO: -10.274 eV
- Relative energy (zero: lowest compared OMol25 entry of this formula, charge and spin): 473.5 kJ/mol

Charges obtained by Löwdin population analysis, quoted in units of e: atom 1 (O): 0.391, atom 2 (H): 0.166, atom 3 (H): 0.181, atom 4 (H): 0.177, atom 5 (As): 0.876, atom 6 (F): -0.346, atom 7 (F): -0.319, atom 8 (F): -0.274, atom 9 (F): -0.296, atom 10 (F): -0.326, atom 11 (F): -0.305, atom 12 (C): -0.095, atom 13 (C): -0.324, atom 14 (O): -0.082, atom 15 (H): 0.079, atom 16 (H): 0.070, atom 17 (H): 0.080, atom 18 (H): 0.107, atom 19 (H): 0.113, atom 20 (H): 0.083, atom 21 (C): -0.098, atom 22 (C): -0.392, atom 23 (O): -0.062, atom 24 (H): 0.080, atom 25 (H): 0.079, atom 26 (H): 0.086, atom 27 (H): 0.125, atom 28 (H): 0.105, atom 29 (H): 0.102, atom 30 (C): -0.063, atom 31 (C): -0.474, atom 32 (C): -0.045, atom 33 (O): -0.073, atom 34 (H): 0.082, atom 35 (H): 0.073, atom 36 (H): 0.070, atom 37 (H): 0.128, atom 38 (H): 0.066, atom 39 (H): 0.079, atom 40 (H): 0.077, atom 41 (H): 0.083, atom 42 (C): -0.081, atom 43 (C): -0.536, atom 44 (C): -0.069, atom 45 (O): -0.042, atom 46 (H): 0.091, atom 47 (H): 0.077, atom 48 (H): 0.071, atom 49 (H): 0.146, atom 50 (H): 0.084, atom 51 (H): 0.093, atom 52 (H): 0.083, atom 53 (H): 0.099

***

Record 2
Molecular formula: C10H31O7V
Method: DFT, ωB97M-V/def2-TZVPD

Positions of all 49 atoms, in Å:
V -0.631 0.089 -1.021
C -3.481 1.617 -2.485
O -2.145 1.315 -2.107
H -3.590 1.662 -3.569
H -4.293 1.047 -2.034
H -3.734 2.627 -2.161
C -1.110 -2.479 -3.076
O -0.190 -1.447 -2.662
H -1.709 -2.925 -2.282
H -1.763 -2.116 -3.869
H -0.580 -3.328 -3.507
O 1.058 1.032 -1.804
H 1.225 1.977 -1.986
C 0.915 3.534 0.685
C -0.467 2.910 0.584
O -0.501 1.513 0.803
H 0.908 4.621 0.763
H 1.601 3.261 -0.117
H 1.456 3.297 1.602
H -0.815 3.118 -0.428
H -1.223 3.394 1.203
H -0.391 1.401 1.750
C 1.591 -2.956 1.605
C 0.339 -2.552 0.814
O 0.535 -1.269 0.362
H 2.463 -3.021 0.953
H 1.364 -3.951 1.985
H 1.935 -2.266 2.376
H -0.536 -2.618 1.461
H 0.182 -3.136 -0.093
H 1.450 -1.052 0.553
C 5.000 -0.146 0.670
C 3.910 0.841 0.291
O 2.732 0.118 0.086
H 5.899 0.470 0.669
H 5.077 -0.955 -0.056
H 4.830 -0.519 1.680
H 4.247 1.299 -0.639
H 3.684 1.577 1.063
H 2.250 0.605 -0.586
C -2.935 -0.735 2.300
C -3.351 -0.355 0.892
O -2.446 -0.978 -0.045
H -1.871 -0.535 2.429
H -3.158 -1.777 2.526
H -3.547 -0.168 3.001
H -3.272 0.709 0.668
H -4.320 -0.823 0.719
H -2.594 -1.924 0.033

Output
- Net charge: 0
- Lowest unoccupied orbital energy (alpha / beta): 0.253 / -2.137 eV
- <S²>: 6.009
- HOMO (alpha / beta): -6.332 / -6.910 eV
- Spin multiplicity: 5

Charges obtained by Löwdin population analysis, quoted in units of e: atom 1 (V): 0.847, atom 2 (C): -0.292, atom 3 (O): -0.417, atom 4 (H): 0.052, atom 5 (H): 0.043, atom 6 (H): 0.047, atom 7 (C): -0.118, atom 8 (O): -0.073, atom 9 (H): 0.067, atom 10 (H): 0.105, atom 11 (H): 0.082, atom 12 (O): -0.408, atom 13 (H): -0.019, atom 14 (C): -0.072, atom 15 (C): -0.282, atom 16 (O): -0.120, atom 17 (H): 0.076, atom 18 (H): 0.064, atom 19 (H): 0.069, atom 20 (H): 0.112, atom 21 (H): 0.118, atom 22 (H): 0.106, atom 23 (C): -0.054, atom 24 (C): -0.301, atom 25 (O): -0.150, atom 26 (H): 0.083, atom 27 (H): 0.078, atom 28 (H): 0.086, atom 29 (H): 0.103, atom 30 (H): 0.117, atom 31 (H): 0.049, atom 32 (C): -0.084, atom 33 (C): -0.320, atom 34 (O): -0.128, atom 35 (H): 0.069, atom 36 (H): 0.079, atom 37 (H): 0.069, atom 38 (H): 0.120, atom 39 (H): 0.109, atom 40 (H): 0.005, atom 41 (C): -0.076, atom 42 (C): -0.249, atom 43 (O): -0.151, atom 44 (H): 0.069, atom 45 (H): 0.077, atom 46 (H): 0.080, atom 47 (H): 0.120, atom 48 (H): 0.120, atom 49 (H): 0.093

***

Record 3
Molecular formula: C10H32CoO10
Method: DFT, ωB97M-V/def2-TZVPD

Positions of all 53 atoms, in Å:
Co 0.752 3.550 1.056
C 0.265 1.276 0.101
O 0.653 2.220 -0.582
O -0.270 1.674 1.154
O 0.689 0.128 -0.036
C -3.009 -3.018 0.888
C -1.900 -2.363 0.041
O -0.753 -2.237 0.836
H -3.936 -3.135 0.327
H -3.274 -2.316 1.678
H -2.737 -3.973 1.337
H -2.181 -1.365 -0.296
H -1.703 -3.001 -0.820
H -0.394 -1.380 0.596
C 4.517 -1.242 2.801
C 3.229 -1.183 1.949
O 2.856 0.169 1.825
H 5.320 -0.875 2.162
H 4.611 -2.217 3.278
H 4.367 -0.511 3.596
H 2.447 -1.725 2.481
H 3.422 -1.650 0.984
H 1.985 0.212 1.425
C -1.241 0.485 -3.300
O -1.135 1.879 -2.948
H -1.424 -0.124 -2.414
H -2.027 0.391 -4.049
H -0.274 0.224 -3.730
H -0.608 1.907 -2.146
C -3.302 2.039 -0.032
O -2.891 0.946 0.723
H -2.790 2.067 -0.994
H -4.377 1.972 -0.196
H -3.145 2.938 0.564
H -1.982 1.052 1.010
C 1.188 -2.394 -2.033
O 2.160 -1.443 -1.555
H 0.296 -1.779 -2.158
H 1.458 -2.786 -3.014
H 1.089 -3.278 -1.403
H 1.712 -0.867 -0.931
C -1.719 -0.229 3.587
O -0.613 0.563 3.539
H -1.951 -0.318 4.648
H -2.549 0.266 3.083
H -1.411 -1.200 3.199
H -0.566 0.786 2.606
C 1.917 3.650 -3.322
O 2.013 2.248 -3.119
H 2.840 3.911 -3.841
H 1.007 4.016 -3.796
H 1.998 4.040 -2.307
H 1.368 2.001 -2.452

Output
- Net charge: -1
- Lowest unoccupied orbital energy (alpha / beta): 2.863 / 1.243 eV
- <S²>: 6.004
- HOMO (alpha / beta): -5.157 / -6.670 eV
- Spin multiplicity: 5

Charges obtained by Löwdin population analysis, quoted in units of e: atom 1 (Co): 0.814, atom 2 (C): -0.975, atom 3 (O): -0.142, atom 4 (O): -0.177, atom 5 (O): 0.004, atom 6 (C): -0.079, atom 7 (C): -0.332, atom 8 (O): -0.085, atom 9 (H): 0.062, atom 10 (H): 0.059, atom 11 (H): 0.069, atom 12 (H): 0.092, atom 13 (H): 0.095, atom 14 (H): 0.032, atom 15 (C): -0.087, atom 16 (C): -0.323, atom 17 (O): -0.083, atom 18 (H): 0.068, atom 19 (H): 0.064, atom 20 (H): 0.064, atom 21 (H): 0.110, atom 22 (H): 0.102, atom 23 (H): 0.035, atom 24 (C): -0.121, atom 25 (O): -0.143, atom 26 (H): 0.062, atom 27 (H): 0.076, atom 28 (H): 0.078, atom 29 (H): 0.011, atom 30 (C): -0.159, atom 31 (O): -0.134, atom 32 (H): 0.066, atom 33 (H): 0.076, atom 34 (H): 0.077, atom 35 (H): 0.016, atom 36 (C): -0.149, atom 37 (O): -0.141, atom 38 (H): 0.053, atom 39 (H): 0.066, atom 40 (H): 0.071, atom 41 (H): -0.004, atom 42 (C): -0.207, atom 43 (O): -0.124, atom 44 (H): 0.074, atom 45 (H): 0.073, atom 46 (H): 0.073, atom 47 (H): 0.004, atom 48 (C): -0.164, atom 49 (O): -0.136, atom 50 (H): 0.073, atom 51 (H): 0.073, atom 52 (H): 0.058, atom 53 (H): 0.015

***

Q: Which value of net charge does entry 2 give?
A: 0

***

Q: What is the net charge in the second record?
A: 0